No. 1
Density functional theory data (the ωB97M-V functional and the def2-TZVPD basis) for a molecular structure, C12H27AlClNO2P2 at a distorted geometry.

Each line ends with the natural charge from an NBO analysis.
Atoms and positions in Å:
C1 -0.762 0.943 -3.224  -0.273
C2 -0.956 0.605 -1.865  0.223
N1 0.004 0.998 -0.951  -0.653
C3 0.883 1.962 -1.270  0.263
C4 0.888 2.512 -2.548  -0.346
C5 0.070 1.985 -3.547  -0.148
C6 -2.063 -0.190 -1.468  -0.796
P1 -2.212 -0.741 0.255  0.886
Al1 -0.178 0.285 1.041  0.982
P2 2.044 1.358 1.205  0.922
C7 1.752 2.528 -0.169  -0.751
O1 -0.741 -3.606 -2.976  -0.936
O2 0.885 -4.379 0.285  -0.938
H1 -1.343 0.408 -3.979  0.216
H2 1.513 3.381 -2.738  0.211
H3 0.106 2.377 -4.565  0.218
C8 -3.660 0.334 0.539  -0.916
C9 -2.793 -2.456 0.585  -0.931
H4 2.706 2.895 -0.554  0.240
H5 1.223 3.377 0.281  0.265
H6 -1.172 -2.919 -2.454  0.471
H7 -2.545 -0.761 -2.261  0.218
C10 2.362 2.325 2.694  -0.945
C11 3.600 0.559 0.703  -0.951
H8 0.663 -0.904 0.756  -0.089
H9 0.159 -4.443 0.936  0.468
H10 0.447 -4.284 -0.543  0.472
H11 0.155 -3.261 -2.976  0.465
H12 -1.024 1.561 1.604  -0.348
H13 1.316 -0.668 0.420  0.157
H14 -4.436 -0.068 -0.121  0.224
H15 -4.011 0.412 1.575  0.226
H16 -3.370 1.322 0.175  0.259
H17 -3.598 -2.711 -0.112  0.238
H18 -1.979 -3.188 0.491  0.228
H19 -3.180 -2.522 1.610  0.250
H20 4.379 1.331 0.623  0.237
H21 3.925 -0.200 1.429  0.251
H22 3.467 0.079 -0.272  0.249
H23 3.249 2.954 2.559  0.227
H24 1.495 2.957 2.911  0.269
H25 2.518 1.664 3.553  0.263
Cl1 -0.249 0.162 4.071  -0.056
C12 0.057 -0.918 2.760  -0.920
H26 1.079 -1.319 2.825  0.195
H27 -0.672 -1.737 2.706  0.201

Results
multiplicity: 1
electronic energy: -2063.91497 a.u.
LUMO energy: 0.304 eV


No. 2
Density functional theory data (the ωB97M-V functional and the def2-TZVPD basis) for C8H8N2O in the gas phase at a distorted geometry.

Each line ends with the natural charge from an NBO analysis.
Atoms and positions in Å:
N1 1.200 -3.561 2.387  -0.326
C1 0.851 -2.609 1.863  0.261
C2 0.354 -1.609 1.090  -0.400
C3 -0.159 -0.479 1.537  0.562
N2 -0.669 0.572 1.614  -0.395
C4 -0.492 1.943 1.292  -0.248
C5 -0.047 2.056 -0.152  -0.214
C6 0.017 1.279 -1.179  -0.176
C7 -0.451 -0.270 -1.163  0.062
O1 -0.669 -0.615 -2.585  -0.723
C8 0.421 -1.332 -0.449  -0.397
H1 0.304 2.350 1.845  0.216
H2 -1.293 2.500 1.566  0.220
H3 0.256 2.989 -0.453  0.207
H4 0.287 1.734 -2.155  0.229
H5 -1.488 -0.205 -0.789  0.204
H6 -0.011 -1.204 -2.926  0.471
H7 0.152 -2.320 -0.809  0.230
H8 1.437 -1.220 -0.534  0.218

Results
multiplicity: 1
electronic energy: -494.23753 a.u.
ΔE to the lowest compared entry with this formula, charge and spin: 515.2 kJ/mol
LUMO energy: 0.541 eV


No. 3
Density functional theory data (the ωB97M-V functional and the def2-TZVPD basis) for a molecular structure, C37H67F2IN3O12S4 at a distorted geometry.

Each line ends with the Löwdin charge.
Atoms and positions in Å:
C1 -0.664 -1.943 -4.586  0.046
C2 0.230 -2.341 -3.423  -0.315
O1 -0.166 -3.202 -2.621  0.135
N1 1.571 -1.546 -3.332  0.019
H1 1.787 -1.325 -4.437  0.228
H2 1.191 -0.648 -2.995  0.026
C3 2.577 -2.266 -2.526  0.003
H3 -1.317 -1.115 -4.225  0.106
H4 -1.044 -2.735 -5.066  0.048
H5 -0.049 -1.404 -5.347  0.089
H6 2.237 -2.445 -1.426  0.152
H7 3.464 -1.648 -2.473  0.091
H8 2.681 -3.173 -2.909  0.051
C4 -0.135 1.932 0.690  0.010
C5 -1.528 1.336 0.210  -0.294
O2 -2.609 1.509 0.869  0.057
N2 -1.575 0.446 -1.034  -0.046
H9 -2.119 0.964 -1.920  -0.077
H10 -0.482 0.375 -1.289  0.079
C6 -2.471 -0.676 -0.798  -0.081
H11 -0.216 2.341 1.711  0.088
H12 0.140 2.567 -0.245  0.115
H13 0.607 1.179 0.758  0.024
H14 -3.461 -0.455 -0.150  0.139
H15 -2.014 -1.527 -0.293  0.081
H16 -2.826 -0.932 -1.819  0.072
C7 4.161 1.630 -3.686  0.058
C8 2.759 2.461 -3.635  -0.349
O3 2.758 3.612 -3.212  0.137
N3 1.493 1.805 -4.050  0.024
H17 1.757 0.929 -4.692  0.196
H18 1.220 1.311 -3.151  0.050
C9 0.599 2.662 -4.859  -0.003
H19 4.390 1.827 -4.739  0.089
H20 3.940 0.415 -3.775  0.108
H21 4.707 1.797 -2.795  0.049
H22 0.251 3.308 -3.961  0.129
H23 -0.162 2.133 -5.207  0.003
H24 0.960 3.255 -5.657  0.104
I1 -3.195 2.199 -3.627  -0.207
O4 0.791 0.485 -2.035  -0.292
H25 1.192 0.012 -1.270  0.054
F1 4.999 1.637 5.564  0.085
C10 3.977 1.343 4.746  -0.357
C11 2.697 1.748 5.132  -0.039
C12 1.571 1.510 4.409  -0.123
C13 1.648 0.542 3.362  -0.123
C14 2.913 0.007 3.047  -0.092
C15 4.059 0.414 3.857  -0.052
H26 2.441 2.344 6.077  0.156
H27 0.512 1.981 4.630  0.159
H28 0.633 0.557 2.770  0.097
H29 2.803 -0.830 2.262  0.109
H30 5.174 -0.099 3.555  0.191
F2 -5.364 -2.313 -1.687  0.071
C16 -4.695 -3.320 -2.273  -0.255
C17 -4.429 -3.258 -3.648  -0.023
C18 -3.751 -4.323 -4.217  -0.106
C19 -3.351 -5.430 -3.490  -0.095
C20 -3.551 -5.453 -2.101  -0.044
C21 -4.163 -4.369 -1.550  -0.031
H31 -4.741 -2.591 -4.378  0.092
H32 -3.705 -4.431 -5.465  0.172
H33 -3.018 -6.270 -3.781  0.029
H34 -3.178 -6.447 -1.562  0.158
H35 -4.351 -4.379 -0.599  0.050
C22 -3.885 -3.547 3.982  -0.205
C23 -4.278 -2.844 2.691  -0.323
C24 -4.144 -1.526 2.860  -0.267
S1 -2.713 -1.369 3.904  0.707
O5 -3.054 -0.506 5.049  -0.324
O6 -1.565 -1.044 3.063  -0.349
C25 -2.568 -2.997 4.548  -0.199
H36 -4.009 -4.661 3.949  0.126
H37 -4.766 -3.268 4.738  0.162
H38 -5.365 -3.268 2.274  0.218
H39 -3.620 -3.280 2.181  0.007
H40 -4.972 -1.235 3.425  0.108
H41 -3.939 -0.828 1.956  0.139
H42 -2.304 -2.941 5.679  0.167
H43 -1.830 -3.341 3.964  0.020
C26 0.472 -4.685 2.259  -0.141
C27 0.427 -6.141 2.825  -0.264
C28 -0.819 -6.543 2.778  -0.327
S2 -1.517 -6.055 1.305  0.685
O7 -2.929 -5.786 1.519  -0.315
O8 -1.188 -7.034 0.298  -0.294
C29 -0.596 -4.487 1.144  -0.172
H44 1.476 -4.265 1.930  0.135
H45 0.151 -3.970 2.934  0.065
H46 1.211 -6.252 3.559  0.152
H47 0.928 -6.762 2.230  0.086
H48 -1.386 -6.230 3.488  0.061
H49 -0.823 -7.686 2.851  0.186
H50 -1.281 -3.679 1.330  0.076
H51 -0.355 -4.712 0.102  0.089
C30 5.068 3.645 -0.011  -0.169
C31 3.977 2.888 0.775  -0.289
C32 3.373 3.724 1.774  -0.271
S3 4.582 4.910 2.300  0.694
O9 5.102 4.520 3.617  -0.328
O10 4.132 6.281 2.087  -0.318
C33 5.811 4.429 1.083  -0.201
H52 4.665 4.354 -0.598  0.061
H53 5.671 2.837 -0.659  0.157
H54 4.277 1.931 1.095  0.075
H55 3.235 2.340 0.042  0.133
H56 2.672 3.347 2.918  0.223
H57 2.484 4.296 1.394  0.099
H58 6.450 3.829 1.579  0.064
H59 6.406 5.238 0.843  0.089
C34 -1.424 5.844 -1.899  -0.154
C35 0.034 6.082 -1.356  -0.219
C36 -0.077 6.797 -0.069  -0.251
S4 -1.441 6.050 0.880  0.652
O11 -2.121 7.185 1.413  -0.304
O12 -0.921 5.051 1.752  -0.310
C37 -2.198 5.373 -0.618  -0.206
H60 -1.550 5.155 -2.742  0.089
H61 -1.858 6.652 -1.905  0.001
H62 0.778 6.463 -2.100  0.134
H63 0.328 5.100 -0.999  0.079
H64 -0.188 7.729 -0.371  0.049
H65 0.851 7.031 0.523  0.140
H66 -3.337 5.930 -0.727  0.195
H67 -2.158 4.307 -0.449  0.057

Results
multiplicity: 1
electronic energy: -4606.37994 a.u.
ΔE to the lowest compared entry with this formula, charge and spin: 482.5 kJ/mol
total charge: +1
LUMO energy: -4.412 eV


No. 4
Density functional theory data (the ωB97M-V functional and the def2-TZVPD basis) for a gas-phase ion, C4H13N3 (charge -1) at a distorted geometry.

Each line ends with the Mulliken spin population.
Atoms and positions in Å:
C1 0.493 0.324 0.933  1.265
N1 0.304 -1.050 0.526  -1.225
C2 -0.743 -1.839 1.083  1.156
N2 -1.537 -2.570 0.048  -0.086
C3 1.577 0.977 0.045  1.846
N3 0.951 1.531 -1.165  -0.927
C4 -0.373 1.720 -1.747  0.931
H1 -0.359 1.007 0.870  -0.036
H2 0.701 0.447 2.011  -0.793
H3 1.180 -1.537 0.626  0.010
H4 -1.450 -1.341 1.752  0.001
H5 -0.331 -2.614 1.742  0.141
H6 -1.709 -1.866 -0.663  -0.038
H7 -2.420 -2.797 0.496  -0.059
H8 2.283 0.191 -0.216  -0.131
H9 1.950 1.830 0.611  -0.772
H10 1.513 2.359 -1.312  0.033
H11 -0.167 2.072 -2.755  -0.219
H12 -0.984 2.401 -1.141  -0.210
H13 -0.877 0.753 -1.745  0.114

Results
multiplicity: 2
electronic energy: -324.34958 a.u.
ΔE to the lowest compared entry with this formula, charge and spin: 159.0 kJ/mol
total charge: -1
expectation value of S²: 0.75
LUMO energy (spin up / spin down): 4.036 / 4.208 eV


No. 5
Density functional theory data (the ωB97M-V functional and the def2-TZVPD basis) for a molecular structure, C10H11AlBrF16O2.

Each line ends with the natural charge from an NBO analysis.
Atoms and positions in Å:
Al1 -1.084 4.355 2.604  0.850
Br1 -3.509 4.219 2.481  -0.628
H1 -0.349 3.089 2.005  -0.399
H2 -0.576 5.715 1.892  -0.408
H3 -0.701 4.459 4.162  -0.408
C1 -2.885 0.475 -3.139  -0.132
C2 -1.578 0.947 -3.805  0.596
C3 -0.300 0.160 -3.507  0.523
F1 0.039 0.203 -2.204  -0.322
F2 0.728 0.701 -4.208  -0.325
F3 -1.390 2.254 -3.551  -0.301
F4 -1.774 0.830 -5.154  -0.336
O1 -3.340 1.162 -1.993  -0.507
C4 -2.903 0.803 -0.730  0.847
C5 -2.147 1.940 -0.047  0.492
F5 -1.061 2.287 -0.779  -0.330
F6 -1.733 1.523 1.156  -0.303
F7 -2.192 -0.348 -0.775  -0.337
F8 -4.005 0.540 -0.005  -0.316
H4 -3.659 0.678 -3.878  0.223
H5 -2.898 -0.606 -2.994  0.200
H6 -0.410 -0.884 -3.813  0.134
H7 -2.785 2.819 0.073  0.189
C6 0.850 -1.829 1.491  -0.137
C7 1.660 -0.518 1.500  0.595
C8 2.546 -0.224 0.288  0.515
F9 3.526 -1.148 0.138  -0.335
F10 3.150 0.973 0.460  -0.316
F11 2.382 -0.449 2.642  -0.317
F12 0.745 0.470 1.539  -0.297
O2 1.354 -2.936 2.235  -0.511
C9 2.237 -3.827 1.686  0.849
C10 3.568 -3.825 2.436  0.504
F13 4.148 -2.614 2.389  -0.312
F14 4.411 -4.715 1.857  -0.330
F15 2.395 -3.634 0.367  -0.318
F16 1.696 -5.060 1.836  -0.330
H8 -0.076 -1.581 2.005  0.238
H9 0.555 -2.122 0.484  0.204
H10 1.948 -0.180 -0.626  0.149
H11 3.415 -4.100 3.481  0.147

Results
multiplicity: 1
electronic energy: -4952.53737 a.u.
total charge: -1
LUMO energy: 2.084 eV